Entry 1:
# C7H9N2O3P

2 unconnected molecules or ions with the total composition C7H9N2O3P at a distorted geometry (ωB97M-V/def2-TZVPD, the OMol25 dataset).

Each line ends with the Mulliken charge.
Positions of all 22 atoms, in Å:
C (0.8212, -0.3094, -0.2594)  0.225
C (0.3517, -0.0048, -1.5387)  -0.466
O (1.1665, 2.3239, 0.3660)  -0.524
O (0.7588, 0.6440, 2.2885)  -0.711
C (-2.1301, 0.3886, 0.7749)  -0.654
H (-0.0468, -0.8798, -3.4094)  0.428
H (-2.5303, 0.5025, 1.7869)  0.245
H (-1.8214, -0.6202, 0.6686)  0.350
H (0.5349, -3.1339, -2.8413)  0.339
H (1.3659, -1.7223, 1.2157)  0.429
N (-1.0796, 3.4938, 3.3004)  -0.373
H (-2.9275, 0.6336, -0.0155)  0.218
C (1.2465, -2.5189, -0.8322)  -0.400
C (0.6913, -2.3262, -2.0918)  -0.432
H (0.1849, 1.0200, -1.8544)  0.360
C (1.2249, -1.5347, 0.1600)  -0.297
O (-1.1016, 1.3463, 0.6094)  -0.284
H (1.3256, 3.0070, 1.0262)  0.408
C (0.2307, -1.0306, -2.4180)  -0.511
P (0.4663, 1.0421, 0.9290)  1.005
N (-0.2199, 3.2123, 2.6835)  0.318
H (1.4879, -3.5331, -0.5482)  0.330

structure (SMILES) = CO[P@](=O)(O)c1ccccc1.N#N
energy relative to the best compared isomer or geometry (same formula, charge and spin) = 0.0 kJ/mol
charge = 0
E_HOMO = -9.6464 eV
E = -25819.11995 eV

***

Entry 2:
# C4H11NO2

A single C4H11NO2 molecule at a distorted geometry (ωB97M-V/def2-TZVPD, the OMol25 dataset).

Each line ends with the Mulliken charge.
Positions of all 18 atoms, in Å:
C (-1.1734, -0.9681, -0.1000)  -0.254
H (-0.9514, -2.0098, 0.1386)  0.289
H (-3.1534, -0.1159, -0.3302)  0.281
C (1.0896, 0.2371, 0.3481)  0.395
H (1.9794, -1.6232, 0.9443)  0.338
H (-2.9272, -1.1170, 1.1621)  0.302
H (1.6687, -1.4940, -0.7974)  0.331
H (1.2105, 2.9354, -1.1042)  0.249
H (1.4927, 0.8648, 1.1560)  0.347
H (3.0176, -0.6083, -0.0878)  0.377
O (-0.1918, -0.0972, 0.7778)  -0.381
N (0.5758, 2.3195, -0.6020)  -0.576
H (-1.9441, 0.4177, 1.0214)  0.277
C (-2.4643, -0.4530, 0.4401)  -0.928
O (1.0840, 0.9991, -0.8517)  -0.271
C (2.0025, -0.9549, 0.0872)  -1.294
H (-0.9831, -0.6985, -1.1410)  0.305
H (-0.3322, 2.3663, -1.0613)  0.214

structure (SMILES) = CCO[C@@H](C)ON
energy relative to the best compared isomer or geometry (same formula, charge and spin) = 331.4 kJ/mol
charge = 0
E_HOMO = -9.7350 eV
E = -9908.80679 eV

***

Entry 3:
# C2CoF3NO6S2

A molecular structure, C2CoF3NO6S2 at a distorted geometry (ωB97M-V/def2-TZVPD, the OMol25 dataset).

Each line ends with the Mulliken charge.
Positions of all 15 atoms, in Å:
C (2.6621, -0.3337, 0.3896)  0.620
O (-4.3551, 0.4485, -0.5145)  -0.677
O (-3.3795, -0.5294, 1.2670)  -0.669
S (-0.9239, -0.9204, 0.1098)  0.521
Co (-0.6953, 2.9033, 0.5479)  0.028
S (1.3366, 0.5287, -0.6105)  0.840
F (2.1393, -0.8393, 1.4988)  -0.228
O (2.0600, 1.0206, -1.7818)  -0.673
N (0.2629, -0.5361, -1.0207)  -0.391
O (-2.1581, -0.0808, -0.6258)  -0.256
F (3.6142, 0.5283, 0.7157)  -0.235
F (3.1948, -1.3160, -0.3211)  -0.244
O (-1.1819, -2.3679, -0.1471)  -0.633
O (0.8692, 1.5596, 0.3648)  -0.564
C (-3.4454, -0.0652, 0.1278)  0.561

spin multiplicity = 4
charge = -2
E_HOMO (spin up / spin down) = 0.0614 / -0.8967 eV
E = -83297.25776 eV
<S²> = 3.768

***

Entry 4:
# C2H5O4PS

2 unconnected molecules or ions with the total composition C2H5O4PS at a distorted geometry (ωB97M-V/def2-TZVPD, the OMol25 dataset).

Each line ends with the Mulliken charge.
Positions of all 13 atoms, in Å:
H (-0.4683, 0.9498, -0.4844)  0.267
P (1.3397, -0.9638, -1.3079)  0.687
O (-0.2598, -1.6279, -1.4713)  -0.542
S (-2.7071, 0.5315, 2.4001)  -0.860
O (1.4085, 0.1905, -2.2984)  -0.733
O (1.9980, -0.1738, 1.1638)  -0.555
C (1.1319, -0.0699, 0.3690)  0.743
C (-0.1014, 0.6855, 0.4801)  -1.058
H (-0.9883, 0.0246, 0.8488)  0.189
O (2.3727, -2.0191, -1.2700)  -0.756
H (-3.0000, 1.7576, 2.0492)  -0.059
H (-0.1833, 1.4618, 1.2826)  0.356
H (-0.5429, -0.7468, -1.7614)  0.320

energy relative to the best compared isomer or geometry (same formula, charge and spin) = 0.0 kJ/mol
charge = -2
E_HOMO = -0.3985 eV
E = -30471.37579 eV